# 1
The following is a DFT calculation (ωB97M-V/def2-TZVPD) of a molecular structure, C20H16ClFN4O6PdS.

The calculation puts the HOMO-LUMO gap (alpha / beta) at 6.7 / 6.8 eV. As for the highest occupied orbital energy (alpha / beta): -7.96 / -7.93 eV. As for the energy above the lowest of the compared OMol25 structures with the same formula, charge and spin: 20.5 kcal per mole.

ORCA input file:
```
! wB97M-V def2-TZVPD RIJCOSX def2/J DEFGRID3
* xyz 0 1
Pd -0.65 -0.48 0.75
Cl -0.24 4.16 6.47
C -0.42 2.86 5.32
C -0.56 1.54 5.78
C -0.72 0.52 4.90
C -0.76 0.72 3.49
O -0.99 -0.33 2.77
C -0.56 2.06 3.04
C -0.45 2.48 1.66
O -0.42 1.79 0.65
C -0.41 3.11 3.98
H -0.55 1.35 6.84
H -0.84 -0.50 5.24
H -0.36 3.57 1.53
H -0.29 4.12 3.62
F 4.45 1.78 3.32
C 4.39 1.79 1.98
C 3.81 0.80 1.31
N 3.73 0.79 -0.07
C 3.06 -0.28 -0.80
C 1.66 -0.58 -0.29
O 0.70 -0.58 -1.11
O 1.48 -0.83 0.93
C 4.32 1.79 -0.82
O 4.32 1.80 -2.04
N 4.92 2.78 -0.08
C 5.00 2.92 1.30
O 5.54 3.88 1.81
H 3.35 -0.03 1.83
H 3.65 -1.20 -0.76
H 2.99 0.04 -1.83
H 5.34 3.52 -0.63
N -1.98 -0.35 -2.15
C -2.67 -1.11 -1.30
S -3.00 -0.58 0.30
N -3.12 -2.30 -1.71
C -3.21 -2.81 -3.04
C -3.57 -1.99 -4.10
C -3.69 -2.54 -5.37
C -3.49 -3.90 -5.57
C -3.14 -4.71 -4.50
C -3.00 -4.17 -3.23
H -1.52 0.46 -1.76
H -1.54 -0.77 -2.95
H -3.54 -2.86 -0.97
H -3.76 -0.94 -3.95
H -3.97 -1.91 -6.20
H -3.60 -4.33 -6.56
H -2.97 -5.77 -4.65
H -2.72 -4.79 -2.39
*
```

***

# 2
The following is a DFT calculation (ωB97M-V/def2-TZVPD) of C20H16ClN3O6S in the gas phase.

The calculation puts the HOMO-LUMO gap at 8.4 eV. As for the highest occupied orbital energy: -8.79 eV. Its SMILES is COC(=O)c1ccc(C(=O)OC)c(NC(=O)CSc2nnc(-c3ccccc3Cl)o2)c1.

ORCA input file:
```
! wB97M-V def2-TZVPD RIJCOSX def2/J DEFGRID3
* xyz 0 1
C -3.68 -3.81 1.08
H -3.18 -4.77 1.01
H -4.30 -3.64 0.19
H -4.31 -3.76 1.97
O -2.65 -2.84 1.15
C -3.04 -1.57 1.22
O -4.19 -1.22 1.25
C -1.89 -0.62 1.24
C -0.58 -1.07 1.33
C 0.48 -0.17 1.27
C 0.21 1.21 1.14
C -1.12 1.64 1.11
C -2.16 0.75 1.16
H -3.19 1.07 1.11
H -1.31 2.70 1.02
C 1.29 2.20 0.99
O 2.48 1.93 0.89
O 0.86 3.45 0.96
C 1.85 4.46 0.80
H 2.52 4.47 1.66
H 1.31 5.40 0.72
H 2.44 4.27 -0.10
N 1.80 -0.60 1.27
C 2.27 -1.87 1.38
O 1.64 -2.82 1.79
C 3.70 -2.02 0.85
H 4.15 -1.07 0.56
H 4.32 -2.54 1.57
S 3.65 -3.15 -0.60
C 2.20 -2.56 -1.34
N 1.25 -3.24 -1.89
N 0.30 -2.36 -2.25
C 0.71 -1.18 -1.92
C 0.04 0.10 -2.04
C 0.80 1.27 -2.09
C 0.19 2.50 -2.20
C -1.19 2.59 -2.24
C -1.96 1.44 -2.19
C -1.36 0.20 -2.09
Cl -2.33 -1.21 -1.99
H -3.04 1.50 -2.22
H -1.67 3.55 -2.32
H 0.80 3.39 -2.25
H 1.88 1.18 -2.05
O 1.94 -1.23 -1.35
H 2.46 0.16 1.06
H -0.39 -2.13 1.41
*
```

***

# 3
The following is a DFT calculation (ωB97M-V/def2-TZVPD) of 2 unconnected molecules or ions with the total composition C20H16F6N8O7.

The calculation puts the HOMO-LUMO gap at 6.6 eV. As for the highest occupied orbital energy: -8.85 eV.

ORCA input file:
```
! wB97M-V def2-TZVPD RIJCOSX def2/J DEFGRID3
* xyz 0 1
O 1.01 0.53 -0.76
C 0.96 -0.66 -0.44
N -0.20 -1.29 -0.07
C -1.38 -0.49 0.22
C -2.35 -0.50 -0.95
C -3.04 -1.84 -1.28
C -4.28 -1.40 -2.07
C -4.57 0.04 -1.63
N -3.44 0.41 -0.77
N 2.04 -1.54 -0.43
C 3.34 -1.23 -0.82
C 4.27 -2.27 -0.94
C 5.56 -2.00 -1.38
C 6.55 -3.14 -1.55
F 7.79 -2.79 -1.09
F 6.16 -4.26 -0.88
F 6.68 -3.48 -2.87
C 5.96 -0.70 -1.69
C 5.04 0.33 -1.56
C 5.47 1.74 -1.88
F 4.48 2.66 -1.69
F 6.53 2.13 -1.10
F 5.88 1.85 -3.19
C 3.74 0.08 -1.14
H -0.15 -2.20 0.38
H -1.87 -0.90 1.12
H -1.07 0.55 0.40
H -1.77 -0.17 -1.85
H -2.36 -2.47 -1.86
H -3.34 -2.32 -0.34
H -4.02 -1.36 -3.13
H -5.14 -2.06 -1.93
H -4.66 0.72 -2.50
H -5.51 0.12 -1.06
H -3.19 1.42 -0.86
H 1.83 -2.50 -0.19
H 3.97 -3.29 -0.71
H 6.98 -0.51 -2.03
H 3.02 0.89 -1.07
O -0.59 2.31 5.72
N -0.90 2.53 4.56
C -1.84 2.07 3.66
C -1.78 2.87 2.50
N -0.78 3.80 2.63
O -0.26 3.60 3.88
C -2.68 2.61 1.37
N -2.67 3.49 0.22
O -2.34 4.67 0.31
O -3.01 2.99 -0.90
C -3.56 1.50 1.44
C -3.49 0.68 2.58
N -3.79 -0.69 2.69
O -4.30 -1.49 1.91
O -3.25 -1.14 3.91
N -2.61 -0.14 4.57
C -2.70 0.94 3.73
H -4.38 1.32 0.76
*
```

***

# 4
The following is a DFT calculation (ωB97M-V/def2-TZVPD) of a molecular structure, C20H17FN6O7Zr.

The calculation puts the HOMO-LUMO gap at 8.9 eV. As for the highest occupied orbital energy: -15.30 eV. As for the energy above the lowest of the compared OMol25 structures with the same formula, charge and spin: 4.6 kcal per mole.

ORCA input file:
```
! wB97M-V def2-TZVPD RIJCOSX def2/J DEFGRID3
* xyz 2 1
Zr 0.30 -0.33 0.40
O -1.69 -0.48 4.04
C -1.22 -0.80 2.98
N 0.06 -0.45 2.48
C 0.76 0.62 3.07
O 0.32 1.51 3.75
C 2.19 0.64 2.60
C 3.23 1.02 3.41
C 4.50 1.03 2.85
C 4.66 0.70 1.52
C 3.56 0.36 0.77
N 2.33 0.32 1.30
C -1.96 -1.67 2.02
C -3.06 -2.38 2.42
C -3.69 -3.20 1.50
C -3.18 -3.27 0.21
C -2.08 -2.52 -0.12
N -1.46 -1.72 0.77
H 3.04 1.29 4.44
H 5.36 1.29 3.46
H 5.64 0.70 1.05
H 3.64 0.11 -0.28
H -3.40 -2.28 3.45
H -4.56 -3.77 1.78
H -3.63 -3.91 -0.54
H -1.66 -2.56 -1.11
C -1.65 3.26 1.69
C -0.45 2.77 0.98
N 0.61 3.51 0.87
O -0.45 1.58 0.49
H -1.76 4.34 1.59
H -1.53 3.02 2.75
H -2.54 2.75 1.33
H 0.63 4.44 1.26
H 1.43 3.18 0.39
F -0.63 0.11 -6.89
C -0.67 0.02 -5.58
C 0.11 -0.82 -4.91
N 0.06 -0.93 -3.51
C 0.99 -1.86 -2.85
C 1.33 -1.31 -1.49
O 1.62 -0.10 -1.36
O 1.15 -2.02 -0.44
C -0.81 -0.19 -2.79
O -0.93 -0.27 -1.54
N -1.59 0.66 -3.47
C -1.61 0.90 -4.88
O -2.32 1.73 -5.35
H 0.80 -1.47 -5.43
H 1.90 -1.93 -3.44
H 0.55 -2.85 -2.74
H -2.25 1.21 -2.94
*
```

***

# 5
The following is a DFT calculation (ωB97M-V/def2-TZVPD) of C20H17N3OS2 in the gas phase.

The calculation puts the HOMO-LUMO gap at 8.5 eV. As for the highest occupied orbital energy: -8.00 eV. As for the energy above the lowest of the compared OMol25 structures with the same formula, charge and spin: 12.1 kcal per mole. Its SMILES is O=C(CSc1cn(Cc2ccccc2)c2ccccc12)Nc1nccs1.

ORCA input file:
```
! wB97M-V def2-TZVPD RIJCOSX def2/J DEFGRID3
* xyz 0 1
O 2.35 -1.40 -4.12
C 1.82 -1.70 -3.08
N 0.45 -1.51 -2.97
C -0.43 -1.79 -1.97
N -0.22 -2.49 -0.91
C -1.32 -2.57 -0.13
C -2.42 -1.93 -0.60
S -2.08 -1.17 -2.10
H -3.40 -1.86 -0.16
H -1.26 -3.14 0.78
H 0.05 -1.05 -3.78
C 2.54 -2.20 -1.87
H 3.43 -2.75 -2.18
H 1.91 -2.79 -1.21
S 3.18 -0.74 -0.95
C 1.70 -0.21 -0.15
C 1.27 -0.62 1.08
N 0.07 -0.06 1.37
C -0.30 0.75 0.33
C -1.43 1.53 0.14
C -1.54 2.23 -1.04
C -0.55 2.17 -2.02
C 0.59 1.41 -1.84
C 0.72 0.69 -0.66
H 1.36 1.38 -2.59
H -0.67 2.74 -2.92
H -2.42 2.84 -1.22
H -2.20 1.58 0.90
C -0.69 -0.23 2.58
C -0.82 1.07 3.35
C -2.01 1.38 4.01
C -2.13 2.56 4.72
C -1.07 3.44 4.77
C 0.12 3.14 4.13
C 0.24 1.96 3.42
H 1.17 1.72 2.91
H 0.95 3.83 4.17
H -1.16 4.37 5.32
H -3.06 2.79 5.22
H -2.84 0.69 3.96
H -1.68 -0.62 2.34
H -0.17 -0.97 3.20
H 1.75 -1.30 1.77
*
```

***

# 6
The following is a DFT calculation (ωB97M-V/def2-TZVPD) of a molecular structure, C20H17N5S6SbSe4Tc.

The calculation puts the HOMO-LUMO gap (alpha / beta) at 4.6 / 4.6 eV. As for the highest occupied orbital energy (alpha / beta): -12.44 / -12.44 eV. As for the energy above the lowest of the compared OMol25 structures with the same formula, charge and spin: 12.0 kcal per mole.

ORCA input file:
```
! wB97M-V def2-TZVPD RIJCOSX def2/J DEFGRID3
* xyz 2 1
Tc -0.56 0.67 1.63
S 5.43 -2.95 4.05
C 4.14 -2.09 3.57
S 2.65 -2.01 4.47
C 1.81 -0.98 3.33
C 2.49 -0.53 2.25
S 1.91 0.61 1.10
S 4.13 -1.12 2.11
S 0.17 -0.52 3.69
N 0.12 3.60 0.23
C 0.53 3.55 1.55
C 1.36 4.58 1.99
C 1.77 4.64 3.30
C 1.30 3.66 4.17
C 0.49 2.67 3.68
N 0.13 2.57 2.38
C -0.83 2.91 -0.48
C -1.46 3.60 -1.53
C -2.44 2.98 -2.26
C -2.76 1.66 -1.96
C -2.10 1.04 -0.93
N -1.15 1.64 -0.18
H 0.42 4.45 -0.23
H 1.69 5.32 1.27
H 2.43 5.42 3.64
H 1.56 3.67 5.22
H 0.12 1.90 4.34
H -1.19 4.63 -1.72
H -2.96 3.51 -3.04
H -3.53 1.12 -2.50
H -2.36 0.03 -0.66
Se -2.88 -2.23 4.52
Sb -4.15 -1.30 2.28
Se -2.67 0.98 2.50
Se -0.81 -2.64 3.80
Se -3.00 -2.43 0.49
N 0.87 -1.20 -1.40
C -0.18 -1.84 -0.93
S -0.69 -1.52 0.72
N -0.81 -2.78 -1.61
C -0.43 -3.22 -2.92
C -1.37 -3.23 -3.94
C -0.98 -3.57 -5.23
C 0.34 -3.91 -5.49
C 1.26 -3.96 -4.46
C 0.88 -3.62 -3.17
H 1.39 -0.55 -0.81
H 1.20 -1.41 -2.34
H -1.66 -3.15 -1.21
H -2.40 -2.97 -3.74
H -1.71 -3.56 -6.03
H 0.65 -4.14 -6.50
H 2.28 -4.28 -4.65
H 1.59 -3.71 -2.35
*
```

***

# 7
The following is a DFT calculation (ωB97M-V/def2-TZVPD) of a molecular structure, C20H17NO3OsS.

The calculation puts the HOMO-LUMO gap (alpha / beta) at 6.6 / 6.6 eV. As for the highest occupied orbital energy (alpha / beta): -7.93 / -7.93 eV. As for the energy above the lowest of the compared OMol25 structures with the same formula, charge and spin: 10.9 kcal per mole.

ORCA input file:
```
! wB97M-V def2-TZVPD RIJCOSX def2/J DEFGRID3
* xyz 0 1
Os 0.01 0.10 0.66
C -1.71 1.28 -3.18
C -1.74 0.95 -1.70
C -3.09 0.40 -1.26
O -0.73 -0.07 -1.39
C -1.44 2.18 -0.86
O -1.75 3.29 -1.21
O -0.84 1.88 0.26
H -2.02 0.42 -3.77
H -0.71 1.60 -3.49
H -2.39 2.11 -3.36
H -3.33 -0.50 -1.82
H -3.85 1.16 -1.44
H -3.07 0.16 -0.20
H -0.05 -0.05 -2.07
C -1.23 -1.02 1.32
C -2.06 -1.84 1.82
C -2.92 -2.69 2.35
C -2.81 -3.03 3.80
C -2.18 -2.15 4.67
C -2.05 -2.46 6.02
C -2.53 -3.67 6.50
C -3.13 -4.57 5.63
C -3.27 -4.25 4.29
C -3.98 -3.28 1.48
C -3.74 -3.46 0.12
C -4.70 -4.03 -0.70
C -5.93 -4.40 -0.17
C -6.20 -4.19 1.17
C -5.23 -3.64 2.00
H -1.81 -1.20 4.30
H -1.56 -1.76 6.68
H -2.44 -3.92 7.55
H -3.49 -5.52 5.99
H -3.70 -4.98 3.61
H -2.78 -3.17 -0.28
H -4.50 -4.18 -1.75
H -6.69 -4.84 -0.81
H -7.16 -4.45 1.58
H -5.45 -3.44 3.04
S 1.84 -1.29 1.05
C 1.78 -0.31 2.44
N 1.66 0.42 3.34
*
```

***

# 8
The following is a DFT calculation (ωB97M-V/def2-TZVPD) of 3 unconnected molecules or ions with the total composition C20H18BBrF7NO6.

The calculation puts the HOMO-LUMO gap at 8.2 eV. As for the highest occupied orbital energy: -9.74 eV. Its SMILES is NC[C@@H](O)CB(CC(=O)Br)C(F)(F)C(F)(F)C(F)(F)F.O=C1C=CC(=O)C=C1.O=C1C=CC(=O)C=C1.

ORCA input file:
```
! wB97M-V def2-TZVPD RIJCOSX def2/J DEFGRID3
* xyz 0 1
N 5.24 1.61 2.03
C 5.98 2.00 0.82
C 5.64 1.13 -0.38
O 5.57 -0.22 0.03
C 4.40 1.58 -1.21
B 3.28 2.33 -0.42
C 3.17 3.90 -0.59
C 3.21 4.67 0.70
O 4.22 4.99 1.25
Br 1.50 5.18 1.49
C 2.16 1.65 0.54
F 0.95 2.22 0.20
F 2.36 1.94 1.85
C 1.95 0.13 0.44
F 2.91 -0.48 1.17
F 2.01 -0.28 -0.85
C 0.59 -0.38 1.00
F -0.45 0.05 0.27
F 0.43 -0.04 2.28
F 0.60 -1.73 0.93
H 5.89 1.34 2.75
H 4.77 2.42 2.39
H 5.85 3.05 0.59
H 7.04 1.86 1.00
H 6.50 1.21 -1.06
H 5.39 -0.74 -0.75
H 4.79 2.27 -1.96
H 4.03 0.72 -1.76
H 3.93 4.28 -1.27
H 2.20 4.06 -1.05
C -3.64 -4.89 -0.85
C -4.22 -4.55 0.30
C -3.58 -3.61 1.24
O -4.12 -3.29 2.28
C -2.26 -3.04 0.86
C -1.68 -3.38 -0.29
C -2.32 -4.33 -1.23
O -1.79 -4.64 -2.28
H -4.10 -5.57 -1.55
H -5.19 -4.94 0.59
H -1.81 -2.35 1.56
H -0.72 -2.99 -0.59
C -6.47 0.39 0.27
C -6.57 -0.93 0.19
C -6.01 -1.68 -0.96
O -6.10 -2.89 -1.02
C -5.31 -0.91 -2.01
C -5.20 0.42 -1.93
C -5.78 1.17 -0.79
O -5.68 2.37 -0.72
H -6.88 0.96 1.09
H -7.07 -1.52 0.95
H -4.90 -1.48 -2.83
H -4.70 1.00 -2.69
*
```

***

# 9
The following is a DFT calculation (ωB97M-V/def2-TZVPD) of a molecular structure, C20H18BCl4O5.

The calculation puts the HOMO-LUMO gap at 3.7 eV. As for the highest occupied orbital energy: -1.65 eV. As for the energy above the lowest of the compared OMol25 structures with the same formula, charge and spin: 119.7 kcal per mole.

ORCA input file:
```
! wB97M-V def2-TZVPD RIJCOSX def2/J DEFGRID3
* xyz -1 1
Cl 0.15 3.22 -3.13
B 0.78 3.46 -1.40
Cl 2.61 3.41 -1.38
Cl 0.09 4.99 -0.66
O 0.18 2.33 -0.49
C 0.29 1.05 -0.47
C 1.44 0.40 -1.14
C 2.38 -0.02 -0.20
C 3.58 -0.56 -0.62
C 3.81 -0.69 -1.99
Cl 5.32 -1.32 -2.50
C 2.83 -0.38 -2.94
C 1.64 0.19 -2.51
H -0.56 -0.55 0.57
H 2.13 0.10 0.86
H 4.32 -0.86 0.12
H 3.02 -0.58 -4.00
H 0.86 0.46 -3.23
C 0.29 -2.72 -1.20
C -1.19 -2.65 -1.27
C -1.94 -3.85 -1.80
O -1.62 -2.79 0.50
C -2.40 -1.88 0.87
O -3.37 -1.54 1.43
C -0.79 0.31 -0.07
C -1.87 1.16 0.75
C -1.41 1.49 2.15
C -0.50 2.53 2.38
C 0.14 2.64 3.61
C -0.17 1.74 4.63
C -1.23 0.83 4.46
C -1.87 0.73 3.22
C -1.28 -0.18 -1.42
O -1.57 0.59 -2.33
O -1.78 -1.47 -1.57
H 0.70 -1.99 -0.48
H 0.62 -3.73 -0.89
H 0.71 -2.54 -2.21
H -3.03 -3.71 -1.78
H -1.61 -4.08 -2.82
H -1.69 -4.77 -1.25
H -2.05 2.07 0.18
H -2.78 0.58 0.77
H -0.27 3.22 1.57
H 0.94 3.37 3.73
H 0.34 1.82 5.60
H -1.48 0.13 5.27
H -2.71 0.03 3.08
*
```

***

# 10
The following is a DFT calculation (ωB97M-V/def2-TZVPD) of a molecular structure, C20H18BF4N6OTc.

The calculation puts the HOMO-LUMO gap (alpha / beta) at 7.6 / 7.4 eV. As for the highest occupied orbital energy (alpha / beta): -11.91 / -12.29 eV.

ORCA input file:
```
! wB97M-V def2-TZVPD RIJCOSX def2/J DEFGRID3
* xyz 1 4
Tc -0.16 0.14 -0.36
C 0.46 -0.36 -3.75
C 1.62 -0.69 -2.86
C 2.79 -1.17 -3.44
C 3.91 -1.39 -2.66
C 3.86 -1.07 -1.31
C 2.68 -0.60 -0.79
N 1.55 -0.46 -1.54
C 2.58 -0.17 0.63
C 3.58 -0.28 1.57
C 3.33 0.17 2.86
C 2.09 0.69 3.19
C 1.12 0.76 2.21
N 1.40 0.38 0.96
C -0.28 1.18 2.42
C -0.69 1.75 3.60
C -2.03 2.07 3.77
C -2.90 1.81 2.74
C -2.45 1.25 1.54
C -3.43 0.99 0.45
N -1.15 0.93 1.40
H 0.59 -0.82 -4.72
H 0.42 0.73 -3.89
H -0.49 -0.67 -3.33
H 2.81 -1.37 -4.50
H 4.82 -1.77 -3.11
H 4.74 -1.17 -0.69
H 4.53 -0.72 1.33
H 4.09 0.08 3.62
H 1.88 0.99 4.20
H 0.02 1.94 4.39
H -2.38 2.51 4.69
H -3.95 2.05 2.83
H -4.37 1.50 0.68
H -3.63 -0.08 0.39
H -3.07 1.33 -0.51
N -3.85 -4.42 -2.75
C -3.61 -3.36 -2.37
N -3.36 -2.13 -1.97
C -2.47 -1.37 -1.67
N -1.67 -0.50 -1.43
F -0.05 -1.77 0.41
B -0.92 -2.33 1.63
F -0.64 -3.65 1.64
F -0.43 -1.61 2.70
F -2.20 -1.99 1.29
C -0.98 2.56 -1.93
O -0.10 1.84 -1.08
H -1.54 3.29 -1.35
H -1.68 1.89 -2.44
H -0.39 3.09 -2.68
*
```

***

Result set for max |F|: 0.021; 0.033; 0.066; 0.022; 0.024; 0.035; 0.025; 0.023; 0.106; 0.012 Eh/bohr, one per record in the order listed.
Result set for calculated total energy: -2528.395231; -2245.872167; -2335.293295; -1774.254965; -1808.255946; -13361.637993; -1541.556027; -4576.979344; -3014.777777; -1681.880429 Eh, one per record in the order listed.